--- 1 ---
2 unconnected molecules or ions with the total composition C2H6Cl2NP. Source: the OMol25 dataset; level of theory: wB97M-V/def2-TZVPD.

Its LUMO energy (alpha / beta) is -0.1 / -1.9 eV. The HOMO-LUMO gap (alpha / beta) comes out at 9.0 / 7.1 eV.

Cartesian coordinates (Å):
1 C 0.069 -1.619 1.875
2 C 1.254 1.653 -2.119
3 N -0.681 -1.289 0.699
4 P -0.866 0.087 0.012
5 Cl -2.567 -0.074 -1.107
6 Cl -1.757 1.537 1.198
7 H 0.141 -0.892 2.634
8 H 0.982 -2.009 1.500
9 H -0.373 -2.416 2.240
10 H 2.054 1.062 -2.474
11 H 0.539 1.425 -2.897
12 H 1.205 2.535 -1.561

Atom charges from the Mulliken analysis, given in e for atoms 1 to 5:
1 C -0.808
2 C -1.037
3 N -0.238
4 P 0.485
5 Cl -0.215

---

--- 2 ---
2 unconnected molecules or ions with the total composition C2H6Cl2NP. Source: the OMol25 dataset; level of theory: wB97M-V/def2-TZVPD.

Its LUMO energy is -3.0 eV. The HOMO-LUMO gap comes out at 4.7 eV.

Cartesian coordinates (Å):
1 C -0.098 0.930 0.304
2 C -0.233 -1.342 0.023
3 N -0.219 -0.023 -0.760
4 P -0.214 0.101 -2.416
5 Cl -0.026 2.104 -2.681
6 Cl 1.586 -0.409 2.822
7 H -0.884 0.810 0.978
8 H 0.762 0.707 1.008
9 H -0.116 2.040 -0.008
10 H -1.010 -1.236 0.637
11 H -0.236 -2.280 -0.591
12 H 0.687 -1.401 0.685

Atom charges from the Mulliken analysis, given in e for atoms 1 to 5:
1 C -0.473
2 C -0.719
3 N 0.171
4 P 0.339
5 Cl -0.132

---

Winner for stability: 2

---

--- 1 ---
C5H5N3 in the gas phase. Source: the OMol25 dataset; level of theory: wB97M-V/def2-TZVPD.

Its LUMO energy is 0.6 eV. The HOMO-LUMO gap comes out at 9.6 eV.

Cartesian coordinates (Å):
1 C -1.333 0.248 0.994
2 C -0.405 -0.659 1.263
3 C 0.517 -0.672 0.018
4 C 1.581 -1.238 -0.680
5 N 1.937 -0.313 -1.681
6 N 1.077 0.667 -1.705
7 N 0.154 0.372 -0.751
8 C -0.917 1.169 -0.118
9 H -2.107 0.533 1.636
10 H -0.383 -1.368 2.075
11 H 1.984 -2.203 -0.387
12 H -1.675 1.371 -0.909
13 H -0.430 2.093 0.245

Atom charges from the Mulliken analysis, given in e for atoms 1 to 5:
1 C -0.447
2 C -0.533
3 C 0.345
4 C -0.350
5 N -0.307

---

--- 2 ---
C5H5N3 in the gas phase. Source: the OMol25 dataset; level of theory: wB97M-V/def2-TZVPD.

Its LUMO energy is -0.4 eV. The HOMO-LUMO gap comes out at 9.0 eV.

Cartesian coordinates (Å):
1 C -2.643 -0.433 -0.056
2 C -1.697 0.425 -0.049
3 C -0.298 -0.073 0.142
4 N 0.482 1.015 -0.040
5 C 1.791 0.944 0.112
6 C 2.349 -0.316 -0.039
7 N 1.571 -1.393 -0.103
8 N 0.221 -1.310 0.199
9 H -2.479 -1.553 -0.174
10 H -3.603 -0.043 -0.008
11 H -1.794 1.490 0.257
12 H 2.564 1.689 -0.207
13 H 3.535 -0.443 -0.034

Atom charges from the Mulliken analysis, given in e for atoms 1 to 5:
1 C -0.634
2 C -0.295
3 C 0.650
4 N -0.362
5 C -0.060

---

--- 3 ---
C5H5N3 in the gas phase. Source: the OMol25 dataset; level of theory: wB97M-V/def2-TZVPD.

Its LUMO energy is 0.6 eV. The HOMO-LUMO gap comes out at 9.5 eV.

Cartesian coordinates (Å):
1 C 1.211 1.241 -0.195
2 C 0.944 0.441 0.861
3 C -0.413 -0.178 0.654
4 C -0.786 -1.611 0.565
5 N -1.376 -1.823 -0.562
6 N -1.253 -0.695 -1.386
7 C -0.627 0.193 -0.745
8 N 0.125 1.295 -1.137
9 H 2.136 1.762 -0.383
10 H 1.554 0.268 1.769
11 H -1.156 0.267 1.345
12 H -0.814 -2.404 1.324
13 H 0.454 1.244 -2.111

Atom charges from the Mulliken analysis, given in e for atoms 1 to 5:
1 C -0.514
2 C -0.395
3 C 0.573
4 C -0.391
5 N -0.374

---

Winner for stability: 1

---

--- 1 ---
3 unconnected molecules or ions with the total composition C2H9NO3. Source: the OMol25 dataset; level of theory: wB97M-V/def2-TZVPD.

Its LUMO energy is 0.2 eV. The HOMO-LUMO gap comes out at 10.5 eV.

Cartesian coordinates (Å):
1 N 0.259 1.493 -0.654
2 C -0.019 0.099 -0.156
3 C -0.422 -0.790 -1.242
4 O -1.575 -0.889 -1.587
5 H -0.350 1.849 -1.422
6 H 0.134 2.018 0.176
7 H -0.751 -0.118 0.715
8 H 1.083 -0.128 0.237
9 H 0.343 -1.503 -1.792
10 O -3.991 -1.162 1.157
11 H -3.137 -0.806 0.853
12 H -3.877 -2.046 0.696
13 O 4.361 0.839 1.245
14 H 4.169 -0.081 1.183
15 H 3.774 1.223 0.591

Atom charges from the Mulliken analysis, given in e for atoms 1 to 5:
1 N -0.562
2 C 0.058
3 C -0.040
4 O -0.427
5 H 0.240

---

--- 2 ---
3 unconnected molecules or ions with the total composition C2H9NO3. Source: the OMol25 dataset; level of theory: wB97M-V/def2-TZVPD.

Its LUMO energy is 0.2 eV. The HOMO-LUMO gap comes out at 10.1 eV.

Cartesian coordinates (Å):
1 C 3.593 -0.477 -2.337
2 C 2.584 -0.788 -1.280
3 N 2.391 0.070 -0.136
4 O 1.881 -1.815 -1.269
5 H 3.270 0.390 -2.904
6 H 3.838 -1.293 -3.039
7 H 4.572 -0.181 -1.694
8 H 1.639 -0.122 0.522
9 H 2.860 1.044 -0.232
10 O -5.374 1.874 1.781
11 H -4.707 1.268 1.920
12 H -5.624 2.278 2.588
13 O -3.274 0.395 2.156
14 H -3.163 -0.579 1.971
15 H -2.349 0.660 2.176

Atom charges from the Mulliken analysis, given in e for atoms 1 to 5:
1 C -0.887
2 C 0.675
3 N -0.435
4 O -0.604
5 H 0.283

---

Winner for stability: 2

---

--- 1 ---
A gas-phase ion, C6H9N (charge -1). Source: the OMol25 dataset; level of theory: wB97M-V/def2-TZVPD.

Its LUMO energy (alpha / beta) is 4.1 / 3.9 eV. As for the spin multiplicity: 2. The HOMO-LUMO gap (alpha / beta) comes out at 2.7 / 7.7 eV. The total charge is -1.

Cartesian coordinates (Å):
1 C 1.935 -0.516 -1.738
2 C 0.704 -0.183 -0.907
3 C 0.593 1.132 -0.413
4 N -0.187 1.106 0.732
5 C -0.926 -0.068 0.698
6 C -0.352 -0.906 -0.322
7 C -1.861 -0.539 1.750
8 H 2.726 -1.105 -1.254
9 H 1.769 -0.980 -2.726
10 H 2.400 0.624 -1.756
11 H 1.182 2.059 -0.616
12 H -0.403 1.856 1.330
13 H -0.877 -1.796 -0.683
14 H -1.839 -1.619 1.629
15 H -1.408 -0.339 2.745
16 H -2.799 0.033 1.801

Atom charges from the Mulliken analysis, given in e for atoms 1 to 5:
1 C -1.073
2 C 1.357
3 C -2.422
4 N -0.086
5 C -0.665

---

--- 2 ---
A gas-phase ion, C6H9N (charge -1). Source: the OMol25 dataset; level of theory: wB97M-V/def2-TZVPD.

Its LUMO energy (alpha / beta) is 4.1 / 3.9 eV. As for the spin multiplicity: 2. The HOMO-LUMO gap (alpha / beta) comes out at 2.7 / 8.1 eV. The total charge is -1.

Cartesian coordinates (Å):
1 C 1.008 1.428 0.263
2 C 1.800 0.943 -0.725
3 N 1.424 -0.362 -0.970
4 C 0.192 -0.552 -0.381
5 C -0.188 0.609 0.228
6 C -1.463 0.872 0.956
7 C -0.542 -1.848 -0.288
8 H 1.144 2.309 0.863
9 H 2.803 1.269 -0.974
10 H 1.646 -0.911 -1.797
11 H -1.476 0.441 1.973
12 H -2.245 0.346 0.445
13 H -1.657 1.932 1.145
14 H -0.593 -2.192 0.755
15 H -1.594 -1.642 -0.524
16 H -0.258 -2.644 -0.970

Atom charges from the Mulliken analysis, given in e for atoms 1 to 5:
1 C -0.876
2 C -0.840
3 N 0.321
4 C -1.474
5 C 0.699

---

--- 3 ---
A gas-phase ion, C6H9N (charge -1). Source: the OMol25 dataset; level of theory: wB97M-V/def2-TZVPD.

Its LUMO energy (alpha / beta) is 4.5 / 4.4 eV. As for the spin multiplicity: 2. The HOMO-LUMO gap (alpha / beta) comes out at 2.7 / 7.1 eV. The total charge is -1.

Cartesian coordinates (Å):
1 C 0.167 1.087 -2.384
2 C 0.531 1.456 -0.918
3 C 0.120 0.407 0.109
4 C 0.962 -0.778 0.306
5 N 0.132 -1.630 1.068
6 C -1.017 -1.028 1.505
7 C -1.063 0.204 0.898
8 H -0.736 1.731 -2.535
9 H -0.170 0.070 -2.622
10 H 1.005 1.336 -3.041
11 H 0.061 2.408 -0.493
12 H 1.605 1.535 -0.946
13 H 2.073 -0.843 0.352
14 H 0.471 -2.432 1.534
15 H -1.606 -1.432 2.326
16 H -1.824 0.950 0.851

Atom charges from the Mulliken analysis, given in e for atoms 1 to 5:
1 C -1.229
2 C -0.627
3 C 0.474
4 C -0.979
5 N 0.033

---

Winner for stability: 2

---

--- 1 ---
A molecular structure, CH3IO2S2. Source: the OMol25 dataset; level of theory: wB97M-V/def2-TZVPD.

Its LUMO energy (alpha / beta) is -2.9 / -2.9 eV. The HOMO-LUMO gap (alpha / beta) comes out at 6.9 / 6.9 eV.

Cartesian coordinates (Å):
1 C 1.136 -1.069 -0.196
2 O -1.686 -0.136 0.940
3 O 0.486 -0.140 -0.962
4 S -2.638 1.563 -1.026
5 S -1.252 0.852 0.057
6 I -0.198 2.661 1.335
7 H 2.033 -1.093 -0.826
8 H 0.659 -2.099 -0.072
9 H 1.460 -0.538 0.749

Atom charges from the Mulliken analysis, given in e for atoms 1 to 5:
1 C -0.429
2 O -0.381
3 O -0.439
4 S -0.170
5 S 0.554

---

--- 2 ---
2 unconnected molecules or ions with the total composition CH3IO2S2. Source: the OMol25 dataset; level of theory: wB97M-V/def2-TZVPD.

Its LUMO energy (alpha / beta) is -1.5 / -2.1 eV. The HOMO-LUMO gap (alpha / beta) comes out at 8.0 / 6.5 eV.

Cartesian coordinates (Å):
1 C -1.061 -0.571 -1.242
2 O -0.096 -0.088 2.999
3 O 2.188 -0.086 -0.370
4 S 1.299 -0.101 2.575
5 S 0.980 0.162 0.360
6 I 0.483 2.594 0.277
7 H -2.085 -0.388 -0.815
8 H -0.735 0.046 -2.101
9 H -0.974 -1.567 -1.681

Atom charges from the Mulliken analysis, given in e for atoms 1 to 5:
1 C -0.948
2 O -0.353
3 O -0.438
4 S 0.314
5 S 0.401

---

--- 3 ---
2 unconnected molecules or ions with the total composition CH3IO2S2. Source: the OMol25 dataset; level of theory: wB97M-V/def2-TZVPD.

Its LUMO energy is -0.9 eV. The HOMO-LUMO gap comes out at 8.5 eV.

Cartesian coordinates (Å):
1 C -2.102 -1.039 0.070
2 O 1.031 -0.196 1.414
3 O -1.565 -0.650 -0.926
4 S 1.138 2.233 -0.130
5 S 1.369 0.128 0.059
6 I 3.806 -0.178 -0.163
7 H 1.057 2.162 -1.454
8 H -3.083 -0.665 0.399
9 H -1.651 -1.795 0.730

Atom charges from the Mulliken analysis, given in e for atoms 1 to 5:
1 C -0.062
2 O -0.433
3 O -0.377
4 S -0.159
5 S 0.413

---

Winner for stability: 3

---

--- 1 ---
3 unconnected molecules or ions with the total composition C2H10N2O3. Source: the OMol25 dataset; level of theory: wB97M-V/def2-TZVPD.

Its LUMO energy is 0.8 eV. The HOMO-LUMO gap comes out at 10.6 eV.

Cartesian coordinates (Å):
1 C -2.422 -0.885 -0.083
2 N -1.816 0.180 -0.911
3 C -0.478 -0.134 -1.292
4 N -0.021 0.788 -2.174
5 O 0.179 -1.193 -0.998
6 H -2.397 -0.697 0.889
7 H -1.768 -1.865 -0.257
8 H -3.474 -0.971 -0.404
9 H -1.816 1.164 -0.586
10 H -0.779 1.264 -2.662
11 H 0.850 0.590 -2.644
12 O 1.855 -2.752 2.207
13 H 1.683 -2.466 1.314
14 H 1.084 -3.234 2.603
15 O 2.916 3.063 1.507
16 H 3.844 3.266 1.480
17 H 2.559 3.882 2.009

Atom charges from the Mulliken analysis, given in e for atoms 1 to 5:
1 C -0.786
2 N -0.350
3 C 0.584
4 N -0.451
5 O -0.629

---

--- 2 ---
3 unconnected molecules or ions with the total composition C2H10N2O3. Source: the OMol25 dataset; level of theory: wB97M-V/def2-TZVPD.

Its LUMO energy is 0.6 eV. The HOMO-LUMO gap comes out at 9.9 eV.

Cartesian coordinates (Å):
1 N -1.106 -0.053 -1.497
2 C -0.275 0.253 -0.376
3 C -0.482 -0.918 0.540
4 N -1.665 -1.029 1.215
5 O 0.373 -1.700 0.823
6 H -1.476 0.677 -1.970
7 H -0.706 -0.753 -2.039
8 H 0.852 0.240 -0.571
9 H -0.604 1.159 0.200
10 H -2.493 -0.387 1.072
11 H -1.645 -1.413 2.100
12 O -0.034 3.436 1.774
13 H 0.023 2.487 1.842
14 H -0.045 3.674 0.815
15 O 2.655 -0.765 -2.202
16 H 2.505 -1.174 -1.345
17 H 3.584 -0.715 -2.282

Atom charges from the Mulliken analysis, given in e for atoms 1 to 5:
1 N -0.496
2 C -0.004
3 C 0.444
4 N -0.433
5 O -0.583

---

Winner for stability: 1

---

--- 1 ---
A gas-phase ion, C3H4N (charge +1). Source: the OMol25 dataset; level of theory: wB97M-V/def2-TZVPD.

Its LUMO energy is -5.3 eV. The HOMO-LUMO gap comes out at 11.2 eV. The total charge is +1.

Cartesian coordinates (Å):
1 C -2.192 -0.296 0.110
2 N -1.278 0.362 -0.075
3 C 0.326 0.570 -0.350
4 C 1.039 -0.289 0.307
5 H -3.162 -0.720 0.321
6 H 0.439 1.468 -0.871
7 H 2.033 -0.534 0.264
8 H 0.456 -0.835 0.984

Atom charges from the Mulliken analysis, given in e for atoms 1 to 5:
1 C 0.169
2 N -0.054
3 C 0.154
4 C -0.598
5 H 0.389

---

--- 2 ---
2 unconnected molecules or ions with the total composition C3H4N. Source: the OMol25 dataset; level of theory: wB97M-V/def2-TZVPD.

Its LUMO energy is -6.3 eV. The HOMO-LUMO gap comes out at 11.0 eV. The total charge is +1.

Cartesian coordinates (Å):
1 C -0.196 0.409 -2.142
2 C 0.533 -0.326 1.433
3 C -0.694 -0.104 0.970
4 N -0.592 0.414 -1.092
5 H 0.347 0.694 -3.037
6 H 0.768 -0.622 2.381
7 H 1.482 -0.121 0.807
8 H -1.649 -0.345 0.680

Atom charges from the Mulliken analysis, given in e for atoms 1 to 5:
1 C -0.005
2 C -0.502
3 C 0.335
4 N -0.208
5 H 0.339

---

Winner for stability: 1